1.
# C13H9FN2O2S

C13H9FN2O2S as an isolated structure (ωB97M-V with the def2-TZVPD basis set, the OMol25 dataset).

Structure (ORCA input):
```
! RIJCOSX wB97M-V def2-TZVPD def2/J DEFGRID3
* xyz 0 1
F -4.2539 -2.9335 0.5223
C -3.5877 -1.7328 0.2264
C -2.4164 -1.5484 -0.5311
C -1.9382 -0.4326 -0.7479
C -2.5637 0.5643 -0.3515
C -3.8207 0.5466 0.5953
C -4.4361 -0.7246 0.9282
H -5.2768 -0.6725 1.2112
H -4.2597 1.5592 0.8455
O -2.0809 1.9731 -0.3640
C -1.0240 2.4412 -1.1083
C 0.1781 1.8777 -0.5478
N 1.0306 0.5717 -0.8654
C 2.0339 0.8798 0.2157
N 1.8772 1.7868 0.8779
O 0.6938 2.4193 0.7294
C 3.1042 -0.3303 0.2761
C 4.0931 -0.2628 1.1714
C 5.0880 -1.1894 0.7765
C 4.5320 -2.0151 -0.0870
S 3.0674 -1.4805 -0.9995
H 4.9035 -2.8489 -0.4484
H 5.8661 -1.3890 1.4653
H 4.2077 0.5720 2.0384
H -1.0325 1.9245 -2.3486
H -0.8342 3.3505 -1.2630
H -1.0640 -0.5339 -1.2838
H -2.0870 -2.3723 -0.9333
*
```

M   276.3 g/mol
Calculated total energy   -34241.3823 eV
Strongest force on any atom   18.87 eV Å⁻¹


2.
# C13H9MoN2O2S7

C13H9MoN2O2S7 as an isolated structure (ωB97M-V with the def2-TZVPD basis set, the OMol25 dataset).

Structure (ORCA input):
```
! RIJCOSX wB97M-V def2-TZVPD def2/J DEFGRID3
* xyz 1 3
Mo 0.2066 -1.2864 0.1555
S -2.1058 -5.5295 -1.5315
C -0.9510 -4.4166 -1.6840
S -1.1504 -2.9373 -2.5930
C 0.2772 -2.0935 -1.9278
C 1.0997 -2.9006 -1.0951
S 2.3414 -2.2235 -0.0782
S 0.6480 -4.5924 -0.9601
S 0.9248 -0.6701 -2.7104
O 1.9316 1.7177 0.5808
C 1.1748 2.5837 -0.1511
C 1.5890 3.9118 -0.0682
C 0.9475 4.8978 -0.7849
C -0.1213 4.5838 -1.6203
C -0.5302 3.2757 -1.7206
C 0.0911 2.2594 -0.9719
C -0.4907 0.9239 -1.2237
O -0.3629 0.4064 -2.4809
N -1.3354 0.2535 -0.4914
N -1.7151 0.6652 0.7386
C -1.2763 -0.4679 1.4627
S -0.0018 -0.2665 2.6141
C -0.3727 -1.7786 3.5426
C -0.7192 -2.8578 2.5379
S -1.8058 -2.1662 1.2146
H 1.6113 0.8081 0.5679
H 2.4327 4.1360 0.5696
H 1.2876 5.9210 -0.7004
H -0.6229 5.3530 -2.1897
H -1.3520 3.0107 -2.3745
H -1.1915 -1.5375 4.2185
H 0.5077 -2.0580 4.1195
H -1.1649 -3.7414 2.9950
H 0.1990 -3.1837 2.0404
*
```

M   545.6 g/mol
Calculated total energy   -98393.0788 eV
Strongest force on any atom   0.87 eV Å⁻¹
Relative energy (zero: lowest compared OMol25 entry of this formula, charge and spin)   40.8 kcal/mol
⟨S²⟩   2.075


3.
# C14F42Li2N7O28S14

C14F42Li2N7O28S14 as an isolated structure (ωB97M-V with the def2-TZVPD basis set, the OMol25 dataset).

Structure (ORCA input):
```
! RIJCOSX wB97M-V def2-TZVPD def2/J DEFGRID3
* xyz -5 1
Li 0.2603 0.6390 -0.0770
Li -2.0891 4.1033 0.6962
C 1.9151 2.7061 2.6682
F 1.9324 1.4193 2.6136
F 0.9363 3.1596 3.5232
F 3.1301 3.1091 3.1193
S 1.3895 3.3617 0.9143
O -0.0792 3.5026 0.9514
O 2.0975 4.5818 0.5877
N 1.7765 1.9721 -0.1529
S 3.3076 2.1409 -0.4541
O 3.5166 2.6489 -1.8117
O 4.1083 2.6633 0.6010
C 4.0166 0.3132 -0.4955
F 3.6420 -0.2841 0.6370
F 3.5106 -0.3164 -1.5493
F 5.3143 0.4183 -0.6664
C 3.5849 -1.2158 -9.9380
F 4.8260 -1.6041 -9.5965
F 3.5524 0.1018 -10.2531
F 3.2903 -1.9402 -11.1090
S 2.3351 -1.7418 -8.5074
O 0.9884 -1.1435 -8.7471
O 2.2996 -3.2491 -8.5375
N 3.1693 -1.0382 -7.1294
S 2.0640 -0.9177 -6.1322
O 1.2530 0.2786 -6.2731
O 1.4049 -2.1750 -5.8504
C 2.9672 -0.4965 -4.4887
F 3.8641 -1.4349 -4.0917
F 3.6990 0.6075 -4.5687
F 1.9723 -0.4760 -3.5306
C -0.9874 5.5263 -2.3504
F -2.1219 4.7782 -2.3700
F 0.0327 4.7037 -2.1835
F -0.8919 6.3112 -3.4318
S -1.0152 6.8224 -0.9374
O 0.4119 7.0692 -0.6273
O -1.8015 7.9051 -1.4674
N -1.8450 5.9045 0.3465
S -2.2732 7.2032 1.2396
O -1.3566 8.3621 1.3266
O -3.6911 7.5036 1.0878
C -2.2428 6.5181 3.1031
F -0.9941 6.4778 3.4168
F -2.9215 7.3563 3.9247
F -2.7755 5.3757 3.0378
C -2.8491 -3.4712 2.9913
F -1.8434 -3.8959 3.8119
F -2.7894 -2.2576 2.5573
F -2.7241 -4.1980 1.8952
S -4.5350 -3.7084 3.8554
O -4.3909 -3.4846 5.2944
O -5.4901 -2.8226 3.1597
N -4.7792 -5.4661 3.5195
S -5.9852 -5.5352 2.5738
O -7.2129 -4.8685 2.9500
O -5.6465 -5.1450 1.2093
C -6.3633 -7.5677 2.6344
F -6.0722 -7.9742 3.8968
F -7.5987 -7.8700 2.2745
F -5.4810 -8.1957 1.9085
C 8.1319 -5.4078 3.7630
F 8.5532 -4.7687 4.9069
F 9.1182 -5.9431 3.0402
F 7.3919 -6.3566 4.2441
S 7.0232 -4.2174 2.6888
O 7.7872 -2.9785 2.5820
O 6.7863 -4.9118 1.4430
N 5.6174 -4.0365 3.7421
S 4.7780 -3.0397 2.8755
O 5.3338 -1.6958 2.8552
O 4.1267 -3.5068 1.6671
C 3.2574 -2.7245 4.0850
F 2.4538 -3.7925 4.2742
F 3.7637 -2.2979 5.3321
F 2.4846 -1.7617 3.5884
C -3.0065 0.7165 3.4398
F -4.1801 -0.0105 3.6069
F -3.0875 1.9310 4.0143
F -2.0455 -0.0223 3.9391
S -2.7215 0.8976 1.5398
O -1.2647 0.7833 1.3348
O -3.4463 -0.1596 0.9014
N -3.1146 2.6172 1.1604
S -4.6613 2.3973 0.8029
O -4.9765 1.8204 -0.5308
O -5.4788 1.7904 1.8779
C -5.3686 4.2726 0.6248
F -5.1427 4.9676 1.7396
F -4.7448 4.9055 -0.3428
F -6.7266 4.3000 0.4457
C 0.7129 -2.6989 0.1192
F 0.5178 -4.0307 0.4493
F 0.3563 -1.7765 1.0881
F 2.0271 -2.4931 -0.2081
S -0.3902 -2.3695 -1.4461
O 0.4645 -2.8535 -2.4959
O -1.6118 -3.1458 -1.2166
N -0.5392 -0.5691 -1.3590
S -1.2809 -0.4398 -2.7272
O -0.6455 -1.0118 -3.8924
O -2.6754 -0.7688 -2.5176
C -1.3441 1.4637 -3.0319
F -2.2848 2.1456 -2.3907
F -0.2125 2.0345 -2.6494
F -1.4578 1.6957 -4.3627
*
```

M   1974.9 g/mol
Calculated total energy   -348503.1541 eV
Strongest force on any atom   7.41 eV Å⁻¹
Relative energy (zero: lowest compared OMol25 entry of this formula, charge and spin)   156.4 kcal/mol


4.
# C14H10AgClO2S

C14H10AgClO2S as an isolated structure (ωB97M-V with the def2-TZVPD basis set, the OMol25 dataset).

Structure (ORCA input):
```
! RIJCOSX wB97M-V def2-TZVPD def2/J DEFGRID3
* xyz -2 1
Ag 0.4536 -0.2063 0.1905
O -1.7536 0.1028 0.6923
C -2.0621 -0.3338 -0.4609
O -1.2864 -0.8507 -1.2766
C -3.4996 0.0799 -0.7781
C -4.5186 -0.5209 -0.0727
C -5.8630 -0.3944 -0.4546
C -6.0907 0.3173 -1.6112
C -5.1575 1.1052 -2.2354
C -3.8440 1.1207 -1.7982
S -2.5600 2.2628 -1.9575
H -4.1732 -1.1223 0.8225
H -6.6408 -0.8509 0.1424
H -7.1205 0.4646 -1.9542
H -5.4982 1.8765 -2.8794
Cl 7.6620 -1.3563 0.6302
C 6.0234 -0.8185 0.8407
C 5.1867 -1.2581 1.8995
C 3.8457 -0.8701 1.8889
C 3.3380 0.0986 1.0160
C 2.0776 0.7159 1.3260
C 4.1657 0.4244 -0.1420
C 5.4247 -0.0753 -0.2315
H 5.5507 -1.9655 2.6964
H 3.2679 -1.1656 2.7177
H 1.6895 1.5177 0.7191
H 1.6305 0.5566 2.3169
H 3.6887 1.1105 -0.9128
H 6.0634 0.0354 -1.1342
*
```

M   385.6 g/mol
Calculated total energy   -46131.4049 eV
Strongest force on any atom   3.43 eV Å⁻¹
Relative energy (zero: lowest compared OMol25 entry of this formula, charge and spin)   38.8 kcal/mol


5.
# C14H10BNO3

C14H10BNO3 in the gas phase (ωB97M-V with the def2-TZVPD basis set, the OMol25 dataset).

Structure (ORCA input):
```
! RIJCOSX wB97M-V def2-TZVPD def2/J DEFGRID3
* xyz 0 1
N -1.6566 6.0830 -0.1632
C -1.0032 5.1089 -0.1284
O -0.9622 -5.4390 -0.2700
O 2.0804 0.5552 0.5752
O -2.2809 -3.4592 -0.9847
B -1.1635 -4.0627 -0.3680
C 0.0142 3.4874 1.2979
C 0.3914 3.3509 -1.0613
C 0.8254 2.4230 1.5224
C 1.2002 2.2674 -0.8305
C 1.8960 -1.8414 0.6645
C 1.2279 -3.0259 0.4659
C 0.0012 -0.6115 -0.0464
C -0.2336 3.9397 0.0069
C 1.3886 1.7596 0.4455
C 1.3255 -0.5968 0.4092
C -0.0739 -3.0090 0.0429
C -0.6910 -1.8083 -0.2458
C -2.0345 -2.0568 -0.9025
H -1.8085 -5.7835 -0.5740
H -0.4786 3.9642 2.1214
H 0.1543 3.7377 -2.0141
H 1.0147 2.0322 2.4919
H 1.5952 1.7452 -1.6976
H 2.9313 -1.8538 0.9304
H 1.6825 -3.9740 0.7721
H -0.4743 0.3191 -0.2606
H -2.0255 -1.6092 -1.9024
H -2.8428 -1.6424 -0.2967
*
```

SMILES string   N#Cc1ccc(Oc2ccc3c(c2)COB3O)cc1
M   251.1 g/mol
Calculated total energy   -22991.0228 eV
Strongest force on any atom   4.07 eV Å⁻¹
Relative energy (zero: lowest compared OMol25 entry of this formula, charge and spin)   1.7 kcal/mol


6.
# C14H10BrClN4OS

C14H10BrClN4OS in the gas phase (ωB97M-V with the def2-TZVPD basis set, the OMol25 dataset).

Structure (ORCA input):
```
! RIJCOSX wB97M-V def2-TZVPD def2/J DEFGRID3
* xyz 0 1
O 0.8455 0.7867 -2.7122
Cl 3.4745 -1.9348 -0.6694
Br 0.7739 -0.9924 2.6855
N -1.4830 1.7317 0.7377
N -3.3626 1.6564 2.9293
S -2.8336 1.9082 5.5680
C 1.3432 -0.1447 -2.0138
C -1.1647 1.1132 1.8739
C -3.8793 1.9558 4.1021
C -1.5287 1.5367 4.3888
C 0.0008 0.2565 1.5127
C -1.9873 1.4839 3.1154
C 0.2083 0.3940 0.1795
C 3.8066 -2.7506 -4.4867
C 2.8905 -1.8418 -5.1022
C 3.9461 -2.8418 -3.0930
C 2.1029 -1.0982 -4.2289
C 3.1800 -1.9242 -2.3227
C 2.1535 -1.0940 -2.8474
N -0.6831 1.2467 -0.2385
N 1.1249 -0.2566 -0.6720
C -5.3715 2.0486 4.2174
H -0.4792 1.2326 4.5064
H 4.2202 -3.3804 -5.2417
H 2.8818 -1.7936 -6.2073
H 4.6196 -3.4737 -2.6043
H 1.4075 -0.5090 -4.8071
H -0.7828 1.3874 -1.2294
H 1.7153 -0.9513 -0.2263
H -5.6233 2.5850 5.1759
H -5.7036 1.0912 4.3335
H -5.8124 2.5724 3.3771
*
```

SMILES string   Cc1nc(-c2n[nH]c(NC(=O)c3ccccc3Cl)c2Br)cs1
M   397.7 g/mol
Calculated total energy   -116086.8034 eV
Strongest force on any atom   4.52 eV Å⁻¹
Relative energy (zero: lowest compared OMol25 entry of this formula, charge and spin)   6.1 kcal/mol


The highest M belongs to which entry? C14F42Li2N7O28S14